{
  "formula": "C54H65N6O4PS2Sr",
  "method": "ωB97M-V/def2-TZVPD",
  "elements": ["Sr", "C", "C", "C", "C", "C", "C", "C", "C", "C", "C", "C", "C", "N", "C", "C", "C", "C", "C", "N", "C", "C", "C", "C", "H", "H", "H", "H", "H", "H", "H", "H", "H", "H", "H", "H", "H", "H", "H", "H", "H", "H", "H", "H", "H", "H", "H", "H", "H", "H", "H", "H", "H", "S", "C", "C", "C", "C", "C", "C", "N", "C", "C", "C", "C", "C", "C", "C", "C", "N", "C", "C", "C", "C", "C", "S", "C", "H", "H", "H", "H", "H", "H", "H", "H", "H", "H", "H", "H", "N", "C", "C", "C", "C", "C", "N", "H", "H", "H", "H", "H", "H", "C", "C", "C", "C", "O", "P", "O", "O", "O", "C", "C", "C", "C", "H", "H", "H", "H", "H", "H", "H", "H", "H", "H", "H", "H", "H", "H", "H", "H", "H", "H"],
  "xyz": [[-0.1132, 0.4136, -0.3102], [4.8911, 0.4589, 1.6213], [3.6857, 0.8841, 2.4580], [4.1155, 1.8431, 3.5719], [2.9303, -0.2995, 3.0448], [3.6111, -1.2302, 3.8307], [2.9503, -2.2721, 4.4566], [1.5754, -2.4018, 4.3124], [0.8559, -1.5071, 3.5327], [-0.6564, -1.5762, 3.4480], [-1.2727, -0.6689, 4.5227], [-1.2288, -2.9883, 3.5652], [1.5459, -0.4586, 2.8983], [0.7810, 0.4535, 2.1141], [0.6437, 1.6609, 2.5439], [-0.0698, 2.7188, 1.8912], [-0.1448, 4.0215, 2.3853], [-0.9258, 4.7387, 1.4752], [-1.2842, 3.8339, 0.4651], [-0.7747, 2.6012, 0.6968], [-2.2446, 4.0715, -0.6845], [-2.7116, 5.5260, -0.6949], [-3.4637, 3.1588, -0.4857], [-1.5801, 3.7815, -2.0327], [5.4112, 1.3423, 1.2392], [4.5740, -0.1306, 0.7636], [5.6092, -0.1203, 2.2102], [3.0117, 1.4198, 1.7922], [4.7444, 1.3325, 4.3082], [3.2540, 2.2555, 4.1045], [4.6928, 2.6761, 3.1611], [4.6821, -1.1197, 3.9684], [3.5029, -2.9767, 5.0680], [1.0553, -3.2138, 4.8112], [-0.9526, -1.1690, 2.4824], [-0.9095, -0.9611, 5.5127], [-2.3647, -0.7521, 4.5166], [-1.0105, 0.3809, 4.3624], [-1.2168, -3.3423, 4.6017], [-0.6748, -3.7167, 2.9648], [-2.2697, -2.9925, 3.2305], [1.1018, 1.9480, 3.4962], [0.3227, 4.3847, 3.2930], [-1.2028, 5.7820, 1.5355], [-3.2818, 5.7685, 0.2062], [-3.3585, 5.7035, -1.5598], [-1.8640, 6.2137, -0.7609], [-3.9515, 3.3719, 0.4688], [-3.1786, 2.1042, -0.4651], [-4.1992, 3.3089, -1.2848], [-0.8298, 4.5354, -2.2626], [-2.3178, 3.8171, -2.8397], [-1.0780, 2.8138, -2.0771], [-5.6310, 0.4960, -5.9868], [-6.1639, 2.0928, -6.2646], [-5.5494, 2.9750, -5.4337], [-4.6278, 2.3405, -4.5567], [-4.5564, 0.9888, -4.7368], [-3.7223, 0.0138, -4.0131], [-2.9415, 0.4222, -2.9084], [-2.1875, -0.3793, -2.1856], [-2.1564, -1.6929, -2.5238], [-2.8744, -2.2002, -3.6106], [-2.7994, -3.5980, -3.9378], [-2.0584, -4.4447, -3.2019], [-1.3242, -3.9707, -2.0616], [-0.5424, -4.8251, -1.2723], [0.1562, -4.3437, -0.1908], [0.0184, -2.9668, 0.0794], [-0.7009, -2.1351, -0.6480], [-1.3690, -2.6134, -1.7216], [1.0369, -5.2011, 0.6190], [1.2067, -6.5563, 0.5188], [2.1573, -7.0663, 1.4412], [2.6953, -6.0869, 2.2207], [2.0557, -4.5558, 1.8414], [-3.6610, -1.3119, -4.3574], [-6.9031, 2.2976, -7.0261], [-5.7409, 4.0394, -5.4425], [-4.0425, 2.8779, -3.8249], [-2.9494, 1.4621, -2.6121], [-3.3598, -3.9520, -4.7955], [-2.0010, -5.4977, -3.4517], [-0.4817, -5.8723, -1.5495], [0.5368, -2.5308, 0.9366], [0.6709, -7.1778, -0.1873], [2.4279, -8.1118, 1.5186], [3.4401, -6.1858, 2.9994], [-4.2185, -1.6997, -5.2035], [-3.0493, 1.7361, 2.5895], [-3.5165, 0.4996, 2.2682], [-4.5446, -0.0952, 3.0292], [-5.0292, -1.3216, 2.6520], [-4.5031, -1.9499, 1.5221], [-3.4960, -1.2966, 0.8482], [-2.9848, -0.1052, 1.1960], [-3.2481, 2.1172, 3.4928], [-2.2386, 2.0870, 2.0966], [-4.9430, 0.4295, 3.8904], [-5.8204, -1.7898, 3.2250], [-4.8594, -2.9124, 1.1794], [-3.0610, -1.7469, -0.0341], [4.6514, -1.4815, -2.4366], [3.2311, -1.7278, -1.9369], [3.2550, -2.7664, -0.8320], [2.3045, -2.1688, -3.0651], [2.6968, -0.5086, -1.2844], [2.3236, 0.8422, -2.1230], [3.1488, 1.0516, -3.3229], [0.8092, 0.7982, -2.2661], [2.6220, 1.8521, -0.8935], [3.1313, 3.2262, -1.0859], [2.2627, 3.9790, -2.0775], [4.5833, 3.1560, -1.5339], [3.0233, 3.8604, 0.2865], [5.0305, -2.3964, -2.9011], [5.3069, -1.2298, -1.5981], [4.6756, -0.6761, -3.1656], [3.6379, -3.7158, -1.2113], [2.2481, -2.9369, -0.4478], [3.8865, -2.4472, -0.0035], [2.6578, -3.1226, -3.4658], [2.2890, -1.4380, -3.8749], [1.2825, -2.3057, -2.6959], [2.2538, 3.4973, -3.0579], [2.6502, 4.9941, -2.1952], [1.2481, 4.0406, -1.6913], [4.6710, 2.6851, -2.5129], [5.1680, 2.5831, -0.8075], [4.9926, 4.1688, -1.5825], [1.9953, 3.8055, 0.6549], [3.3127, 4.9130, 0.2295], [3.6877, 3.3591, 0.9985]],
  "forces_ev_per_angstrom": [[-1.36, -0.45, 1.11], [0.05, 0.00, 0.05], [-0.03, -0.11, 0.00], [0.03, 0.03, 0.08], [0.05, 0.00, 0.10], [0.06, 0.02, -0.05], [-0.03, 0.01, 0.01], [0.02, -0.01, 0.04], [0.03, -0.04, 0.01], [0.03, 0.03, 0.15], [-0.04, 0.02, 0.04], [-0.01, -0.09, 0.05], [-0.22, 0.26, 0.06], [0.09, -0.08, 0.08], [-0.04, 0.12, -0.08], [0.18, -0.15, -0.07], [-0.10, 0.13, 0.06], [0.06, 0.01, 0.04], [-0.12, -0.16, -0.01], [0.21, 0.66, 0.49], [0.03, -0.02, 0.02], [-0.08, 0.10, 0.03], [-0.06, -0.01, -0.02], [0.04, -0.05, -0.07], [-0.03, -0.05, 0.04], [-0.03, -0.08, -0.07], [-0.04, 0.04, -0.06], [0.02, -0.01, -0.05], [-0.03, 0.03, -0.06], [0.07, -0.03, -0.02], [-0.05, -0.03, 0.01], [-0.06, -0.02, -0.02], [-0.02, 0.03, -0.01], [0.05, 0.07, -0.03], [-0.04, 0.02, -0.14], [-0.03, -0.01, -0.05], [0.13, 0.00, 0.00], [0.00, -0.10, 0.00], [0.02, 0.02, -0.07], [-0.03, 0.07, 0.00], [0.05, 0.02, 0.04], [-0.02, -0.01, 0.01], [-0.06, -0.04, -0.10], [0.03, -0.12, 0.00], [0.05, -0.02, -0.05], [0.03, -0.01, 0.05], [-0.05, -0.05, -0.01], [0.02, 0.01, -0.06], [0.02, 0.02, 0.00], [0.05, 0.01, 0.01], [0.08, 0.07, 0.01], [-0.03, 0.02, 0.02], [-0.01, -0.07, 0.07], [-0.05, -0.14, -0.09], [-0.07, 0.03, -0.07], [0.07, 0.06, 0.09], [-0.03, 0.16, -0.01], [0.13, -0.11, 0.11], [-0.07, 0.18, -0.06], [0.15, -0.10, 0.16], [-0.10, -0.11, -0.17], [0.15, 0.08, 0.24], [-0.02, -0.09, -0.10], [-0.09, 0.09, -0.07], [0.09, -0.10, 0.08], [-0.06, -0.03, -0.05], [0.00, -0.10, -0.13], [0.10, -0.10, 0.14], [-0.21, 0.15, 0.03], [0.21, -0.38, 0.10], [0.01, 0.24, -0.01], [-0.13, -0.02, -0.12], [0.02, -0.14, 0.04], [-0.06, -0.08, -0.10], [0.07, -0.03, 0.07], [0.03, 0.07, 0.09], [-0.03, -0.14, -0.04], [0.08, -0.04, 0.08], [0.02, -0.06, 0.00], [-0.01, -0.01, -0.01], [0.02, 0.02, 0.03], [0.02, 0.00, 0.02], [-0.01, 0.03, 0.01], [0.00, 0.06, 0.03], [-0.08, -0.04, -0.07], [0.03, 0.03, 0.07], [-0.03, 0.10, -0.01], [-0.11, 0.02, -0.11], [0.00, 0.03, 0.01], [-0.05, -0.21, -0.10], [0.09, 0.14, -0.05], [-0.05, 0.01, 0.00], [-0.04, 0.01, 0.03], [0.01, -0.02, 0.01], [0.04, 0.15, -0.02], [-0.05, -0.17, 0.01], [-0.04, 0.04, 0.12], [-0.01, -0.03, -0.04], [0.02, -0.04, -0.04], [0.01, 0.00, 0.00], [0.01, 0.05, 0.03], [-0.02, 0.02, 0.04], [-0.03, 0.02, 0.04], [-0.10, 0.39, 0.19], [-0.13, -0.01, 0.06], [-0.02, 0.02, 0.01], [0.21, -0.50, -0.34], [0.03, -0.12, -0.12], [0.12, 0.05, -0.05], [0.92, 0.34, -1.29], [0.05, 0.34, -0.22], [-0.01, -0.38, 0.07], [0.04, -0.02, -0.09], [0.08, -0.01, 0.00], [-0.01, 0.05, 0.16], [-0.03, 0.03, 0.04], [-0.06, 0.03, -0.05], [-0.02, 0.03, -0.01], [0.00, -0.01, -0.02], [0.27, 0.10, -0.14], [0.03, 0.07, 0.03], [-0.02, 0.03, 0.01], [0.00, 0.02, 0.05], [0.09, 0.03, -0.01], [0.02, -0.01, 0.09], [-0.02, -0.03, 0.01], [-0.12, 0.01, -0.02], [-0.03, 0.02, 0.06], [-0.05, 0.04, -0.08], [-0.01, -0.04, 0.00], [0.09, 0.01, -0.02], [0.00, -0.05, 0.01], [-0.10, 0.07, -0.09]],
  "largest_force_ev_per_a": 1.81,
  "mol_weight_g_mol": 1044.9,
  "charge": 0,
  "e_above_lowest_ev": 0.185,
  "orbital_gap_ev": 6.51
}